# C2H6BeO9

A molecular structure, C2H6BeO9 in a non-equilibrium geometry (the ωB97M-V functional and the def2-TZVPD basis, the Open Molecules 2025 dataset).

## Properties
E_HOMO	0.71	eV
M	183.07	g mol⁻¹
HOMO-LUMO gap	4.67	eV
electronic energy	-771.770190	a.u.

Geometry as ORCA input:
```
! wB97M-V def2-TZVPD RIJCOSX def2/J DEFGRID3
* xyz -2 1
Be -0.502 -0.112 -0.672
C 0.713 -1.257 0.897
O -0.367 -2.079 0.868
O 1.120 -1.302 2.044
O 0.730 -0.212 0.216
C -1.842 1.327 -0.918
O -0.634 1.281 -1.368
O -2.028 2.508 -0.496
O -1.846 0.258 -0.234
O 3.180 0.579 -0.707
H 3.923 0.618 -0.074
H 2.416 0.347 -0.190
O -1.445 0.961 2.328
H -2.021 0.781 1.623
H -1.966 0.388 2.962
O -0.166 -1.267 -1.922
H 0.451 -1.965 -1.680
H 0.289 -0.847 -2.684
*
```